{
  "formula": "C3H12AgClN6O3",
  "method": "ωB97M-V/def2-TZVPD",
  "species": ["Ag", "Cl", "C", "O", "N", "N", "H", "H", "H", "H", "C", "O", "N", "N", "H", "H", "H", "H", "C", "O", "N", "N", "H", "H", "H", "H"],
  "xyz": [[1.99, 1.13, -2.43], [0.79, 1.28, -0.09], [3.99, -0.78, -0.66], [3.42, -0.31, -1.59], [3.44, -0.77, 0.54], [5.24, -1.06, -0.69], [2.64, -0.20, 0.75], [4.07, -0.93, 1.31], [5.64, -1.49, 0.13], [5.80, -0.66, -1.43], [-3.25, 1.67, -1.80], [-4.44, 1.60, -1.76], [-2.71, 2.42, -2.69], [-2.41, 1.17, -0.94], [-1.75, 2.63, -2.49], [-3.30, 2.99, -3.28], [-2.90, 1.06, -0.06], [-1.42, 1.12, -1.12], [-1.66, -1.86, 2.02], [-1.32, -2.84, 1.42], [-2.62, -1.82, 2.94], [-1.21, -0.66, 1.93], [-3.12, -2.61, 3.33], [-2.70, -0.85, 3.20], [-0.52, -0.41, 1.24], [-1.67, 0.18, 2.26]],
  "largest_force_ev_per_a": 7.2,
  "homo_energy_ev": [-6.88, -9.23],
  "orbital_gap_ev": [6.971, 4.807],
  "spin_multiplicity": 3,
  "s2": 2.01
}